Record 1
This record from OMol25 describes a molecular structure, C10H24N4NiO7. The level of theory is ωB97M-V/def2-TZVPD.

Structure (XYZ):
```
46
Properties=species:S:1:pos:R:3:mulliken_charge:R:1
C -1.2483 -0.0424 -3.3365 -1.1570
H 2.5512 -0.4870 1.7664 0.1490
H -2.7501 -1.2369 -0.5613 0.2329
C -0.8615 2.5662 -0.0672 0.3176
H 2.5038 1.1898 1.2170 0.2250
H -2.5392 3.7154 -0.7114 0.2590
H 2.6911 -3.4433 -0.3099 0.4050
H 2.8944 0.8184 2.9098 0.3591
O 1.8163 -1.5161 -1.3047 -0.6370
C 0.9043 3.5532 -1.6852 -1.4781
H -1.7244 -3.5325 2.4838 0.4437
H -0.1995 -0.4042 -3.1803 0.3400
O 1.8505 0.9812 -1.5718 -0.7097
H -0.1443 -3.4297 3.2742 0.3044
C 0.8053 -2.6769 0.3690 0.1341
C -1.7570 3.7472 0.0586 -1.7087
H -1.3789 0.9962 -3.4760 0.3775
N -0.8507 -1.4154 1.3698 1.0940
N 0.6838 1.1599 -1.0336 0.5698
H 1.9358 3.6688 -1.3550 0.3186
H 2.1822 -4.0061 1.3022 0.3660
H -1.9029 -0.7154 -2.8257 0.3735
H -1.8606 -0.0352 2.0530 0.5066
N 0.8145 -1.5689 -0.3945 0.6652
H -2.7887 0.4054 -1.6135 0.4027
N -1.0896 1.4856 0.7176 1.1555
H 1.8885 -0.4476 -1.4933 0.4514
O -1.8235 1.5129 1.7743 -0.6963
C -0.6496 -3.6392 2.3385 -1.6440
H -3.5791 1.2879 -2.9747 0.1440
O -2.4803 -0.2918 -0.4729 -0.7553
H -2.2245 3.7132 1.0459 0.3781
H -1.1907 4.6719 -0.0675 0.4550
C 2.2844 0.5279 2.0550 -0.6038
H 0.6306 1.4049 2.6776 0.2926
C 0.2439 2.4297 -0.9581 0.5407
C 1.8408 -3.7578 0.2941 -1.6250
O 0.9157 0.5242 2.3876 -0.3740
O -1.6985 -1.0345 2.3181 -0.5459
H 1.4090 -4.6691 -0.1279 0.3810
C -0.2543 -2.6074 1.3624 0.6212
H 0.3775 4.4843 -1.4882 0.4381
O -2.7583 1.1814 -2.4539 -0.6467
H -0.4081 -4.6326 1.9778 0.4153
Ni -0.5926 -0.1646 0.0697 -0.8483
H 0.8961 3.3851 -2.7594 0.3131
```

Its multiplicity is 3. As for the total charge: 0. The value obtained for the total energy is -72083.3763 eV. Its expectation value of S² is 2.2608.

Record 2
This record from OMol25 describes a molecular structure, C10H24O10SrV2. The level of theory is ωB97M-V/def2-TZVPD.

Structure (XYZ):
```
47
Properties=species:S:1:pos:R:3:mulliken_charge:R:1
H 2.5440 6.3531 6.3536 0.3200
C 3.3672 4.2233 4.8519 -1.1976
O -5.1365 -4.3755 -1.6972 -0.4881
H 0.3378 -8.5004 -4.4037 0.3266
C 2.1358 -5.7946 -4.4037 -1.3167
O 1.1624 4.9249 4.8286 -0.5423
V -4.2385 -4.8057 -0.4536 1.7793
H 3.6018 4.1441 5.9134 0.3222
C 0.7942 -6.3784 -3.8011 0.5226
O -0.8874 -3.1796 2.1496 -0.6018
H 2.0056 -4.9150 -5.0342 0.3345
H 3.5348 7.1078 5.0348 0.3470
H -0.8303 -7.2973 -4.7581 0.3363
H 0.4787 -7.3768 -5.7937 0.3408
O -4.1035 -6.3974 -0.4027 -0.4776
O -0.0530 -5.2540 -3.7138 -0.5994
H -3.6602 3.3311 -3.9212 0.2838
C 2.5832 6.6506 5.3057 -1.0758
V 0.8866 -3.9725 6.1622 1.7943
O 1.6590 -3.3459 7.4221 -0.5262
Sr -3.2039 2.3113 3.3570 1.4960
H 0.8827 -6.6958 -2.7620 0.2784
H 1.7239 7.2612 5.0286 0.2865
H 4.3507 4.4192 4.4247 0.3654
H -1.2406 3.0827 -2.2004 0.3098
C -1.4559 4.8696 -3.3327 -1.1993
C -2.8198 2.7592 -3.5280 -1.1297
O -1.6689 -1.5095 1.1765 -0.6362
H 3.1700 3.2427 4.4189 0.3296
H -3.5845 4.6830 -2.1030 0.3886
C -2.0964 3.6521 -2.5631 0.2740
H 2.8194 -5.5707 -3.5848 0.3823
H -3.2992 1.8998 -3.0592 0.2962
H -0.7198 5.4841 -2.8144 0.3219
H -2.1727 2.3851 -4.3214 0.3682
H 1.2593 4.7241 5.7624 0.3763
O 0.9787 -5.5198 6.0932 -0.4898
H 2.4734 5.7424 3.4696 0.3724
C 2.4052 5.3494 4.4840 0.0954
O -3.0369 4.0310 -1.6596 -0.5693
H -2.2258 5.6063 -3.5623 0.3244
H 2.6349 -6.4805 -5.0882 0.3671
H -0.9483 4.5706 -4.2498 0.3316
C 0.2464 -7.4651 -4.7324 -1.2925
H 0.4869 -4.7153 -3.1307 0.3222
C -0.8231 -1.9584 1.9658 0.7816
O -0.3172 -1.3011 2.8723 -0.6332
```

As for the total charge: +2. The value obtained for the total energy is -83415.7014 eV.

Record 3
This record from OMol25 describes 2 unconnected molecules or ions with the total composition C10H24O4. The level of theory is ωB97M-V/def2-TZVPD.

Structure (XYZ):
```
38
Properties=species:S:1:pos:R:3:mulliken_charge:R:1
H -5.5703 -0.5297 2.8955 0.4746
C 1.3873 2.0094 -1.3260 -0.5766
H 0.6972 2.1505 -2.1608 0.3658
O 2.3172 1.0317 -1.6916 -0.2439
H -5.9348 1.0036 2.4533 0.4404
H -3.7371 -1.7995 0.7221 0.3869
H -1.0831 1.8429 1.7064 0.3694
H -4.7998 0.1592 1.5901 0.4380
O -3.4789 0.1951 0.2300 -0.5851
H 6.2864 -1.7620 -0.6067 0.2989
H -2.4191 -2.1205 -1.3124 0.3339
C -3.9298 -1.1072 -0.1127 -0.4191
O -0.8154 1.8580 -0.3522 -0.3605
H 3.3467 -1.7641 -0.1192 0.1131
H 4.2464 -0.7805 1.0370 0.2554
H -2.1955 -0.1703 1.8265 0.3240
C 3.4859 1.0317 -0.8236 0.0288
C 0.5658 1.5888 -0.1054 -0.4343
C 5.4468 -2.2191 -0.0788 -1.0547
H 5.7818 -2.5555 0.9038 0.3245
H 3.1230 1.0662 0.2278 0.2003
H -5.0157 -0.9905 -0.1878 0.4172
H 5.4015 0.2036 -1.1577 0.0380
C 4.3694 -0.1329 -1.0303 -1.1514
C -3.4383 -1.7450 -1.3975 -1.3229
H -3.4950 -1.0284 -2.2156 0.3329
H 5.1545 -3.0860 -0.6740 0.2612
H 4.0372 1.9667 -1.0004 0.3344
C -2.1634 0.2125 0.7971 -0.1562
C -1.6184 1.6354 0.7723 -0.6691
H -2.4658 2.3260 0.7147 0.3326
H -4.0815 -2.5963 -1.6209 0.4007
H 0.8671 2.1382 0.7946 0.2841
O -5.6628 0.1043 2.1358 -0.5087
H -1.4891 -0.4197 0.2144 0.2458
H 0.7245 0.5170 0.0701 0.3080
C 4.2900 -1.2145 0.0145 -0.0728
H 1.8652 2.9808 -1.1324 0.2463
```

As for the total charge: 0. The value obtained for the total energy is -18940.1201 eV.

Record 4
This record from OMol25 describes a gas-phase ion, C10H25BN5O2 (charge +1). The level of theory is ωB97M-V/def2-TZVPD.

Structure (XYZ):
```
43
Properties=species:S:1:pos:R:3:mulliken_charge:R:1
C -1.3107 -2.8744 -1.2531 -0.6796
H -0.7255 -3.1134 -2.1418 0.3537
C 0.1187 1.4960 -1.5262 -0.9049
H -0.8192 1.9961 -1.7784 0.4460
H 0.4192 -1.1712 -0.5497 0.4405
H 3.6604 0.0067 1.1091 0.3447
N -2.9944 1.3873 1.5465 -0.5147
O -3.0927 1.0300 -0.8885 -0.5567
H 1.6042 1.1854 1.4201 0.3525
H 0.8945 2.0652 -2.0290 0.5198
H 2.6984 2.2667 -0.6557 0.2598
N 0.2487 1.4763 -0.0394 0.9933
C -0.6739 -3.4616 0.0068 -0.2222
H -0.1723 3.5966 -0.3182 0.3737
H -1.4798 -0.5704 1.8996 0.3727
H 1.2278 -3.3753 -1.0757 0.3686
H -3.8584 0.8781 1.6981 0.2237
H 2.6419 0.5693 -1.2375 0.3054
B -2.3746 0.9817 0.2956 0.5468
N 1.4871 0.9227 0.4520 -0.4714
H 1.4281 -3.4414 0.6499 0.2730
H 4.2899 1.6851 1.0116 0.3306
H -0.5791 4.0746 2.0400 0.3501
H -3.2542 2.3642 1.4713 0.2159
O -0.0298 0.1858 -1.9480 -0.4662
C -0.8314 0.4444 0.2775 -0.3699
C 0.8189 -3.8177 -0.1698 -1.2046
C -0.1241 3.1436 1.7410 -0.9965
H 0.0660 -0.8846 1.5415 0.2418
H -2.2702 -3.3647 -1.4008 0.3684
C -0.0533 2.8425 0.4448 -0.0698
H 0.2327 2.4994 2.5308 0.2507
H -0.8007 -2.7760 0.8396 0.1438
H -1.1972 -4.3712 0.2823 0.4891
C 2.6736 1.2167 -0.3657 -0.2833
N -1.6070 -1.4263 -1.1576 -0.1799
N -0.6188 -0.1399 1.5913 -0.4174
H 4.6828 0.4961 -0.2205 0.3949
H 0.9561 -4.8907 -0.2325 0.3310
H -1.8565 -1.1241 -2.0905 0.2829
C 3.9057 0.8383 0.4547 -1.2464
C -0.4873 -0.6228 -0.7886 -0.3117
H -2.8438 1.7768 -1.4370 0.3219
```

As for the total charge: +1. The SMILES is C=C[N@+]1(NCC)CO[C@H](NCCC)[C@]1(N)B(N)O. The value obtained for the total energy is -22989.8392 eV.

Record 5
This record from OMol25 describes 4 unconnected molecules or ions with the total composition C10H25BNO11S2. The level of theory is ωB97M-V/def2-TZVPD.

Structure (XYZ):
```
50
Properties=species:S:1:pos:R:3:mulliken_charge:R:1
H -0.0423 0.4680 2.1695 -0.2042
H 3.5011 1.5615 -2.8371 0.3073
C 2.7226 0.6308 -5.1599 0.7821
C -2.0505 -7.0439 -2.5438 -0.6331
C 2.6037 4.8957 5.9870 -0.6239
C -2.2372 -5.3209 -0.9974 0.7919
H 3.0857 4.0620 6.4966 0.2842
H -1.3532 0.7159 -0.8216 0.3718
H -2.3545 -7.2324 -3.5692 0.2108
H 1.8586 1.7320 -7.3722 0.2872
S 1.5157 0.5153 0.0385 -0.4871
H 2.8142 5.8307 6.4991 0.2043
H -1.2570 -0.7342 0.2065 0.0060
H -3.7316 0.6877 -0.3196 0.0447
O -2.5264 -5.7328 -2.2408 -0.3236
O 1.4548 2.7986 4.9248 -0.5407
C -1.2260 2.5159 4.8313 -0.4057
O 1.7713 1.2737 -4.8037 -0.5448
H -0.8107 1.5577 5.1372 0.2897
H -1.4012 -3.4254 0.6255 0.3105
C 3.5953 0.4896 -2.9962 -0.5744
N -0.1650 2.5332 1.1595 -0.6252
H -0.8041 2.9469 0.4922 0.1362
H -1.1099 2.6291 3.7520 0.1832
H 0.7344 2.9757 1.0176 0.1327
B -0.1156 1.0167 1.0856 0.4805
C -1.3606 0.3538 0.2121 -0.5437
O -3.4627 -0.5333 1.5353 -0.6394
O -3.1141 1.9387 1.4145 -0.5983
O -1.6490 -5.9780 -0.1762 -0.5527
S -2.9789 0.6313 0.8179 0.9596
C -2.4722 -3.5100 0.4497 -0.4593
H -2.2714 2.5886 5.1138 0.2080
O 1.1845 4.7551 6.0161 -0.3412
H 1.4657 -0.8265 0.1153 -0.0068
H -0.9663 -7.0899 -2.4510 0.2903
O -2.7192 -4.1004 -0.8399 -0.2886
H -2.4911 -7.7787 -1.8713 0.2905
O -0.5731 3.5926 5.5377 -0.3489
H 0.9746 0.2303 -7.0632 0.2936
O 3.7211 0.2000 -4.4057 -0.3402
H 2.9653 4.9299 4.9602 0.2931
H -2.9338 -2.5290 0.4364 0.0345
H 2.2555 0.2620 -8.3117 0.2035
H 2.7213 0.0053 -2.5677 0.2532
C 1.9406 0.6462 -7.3458 -0.6221
O 2.9530 0.2388 -6.4249 -0.3254
C 0.7430 3.6362 5.4082 0.8029
H -2.9159 -4.1202 1.2344 0.3248
H 4.5110 0.1103 -2.5555 0.2517
```

As for the total charge: -1. The value obtained for the total energy is -57137.3463 eV.

Record 6
This record from OMol25 describes 2 unconnected molecules or ions with the total composition C10H25BNO3. The level of theory is ωB97M-V/def2-TZVPD.

Structure (XYZ):
```
40
Properties=species:S:1:pos:R:3:mulliken_charge:R:1
H -5.6976 -2.6717 1.4974 0.3471
H 4.5695 -1.1701 -0.6141 0.3915
H -0.5082 1.5283 1.6263 0.2937
H -3.7051 -2.0093 3.8300 0.3813
N -0.9348 1.9034 0.7826 -0.6961
C 1.3688 1.6113 -1.4897 0.1416
H 3.1327 2.5804 -2.0256 0.3175
C 0.6853 0.5448 -0.6102 0.4492
H -4.9217 -3.8917 2.5143 0.3726
C 2.8716 1.8648 -1.2379 0.3954
H -4.4914 -0.8002 2.8062 0.3417
C -3.5659 -2.4061 1.7013 0.4579
H -4.7289 -3.9541 0.7513 0.3120
H -1.3234 0.0187 -0.0441 0.2815
H 1.3471 -0.9874 -3.4866 -0.3854
H 2.5928 2.0223 0.9179 0.3132
H 0.8701 2.5864 -1.3110 0.1905
H 4.0701 0.0140 0.5926 0.2611
C 3.1196 2.5402 0.1122 -1.6658
H 2.8560 -0.9221 -0.3064 0.1957
B 0.6556 -0.2469 -2.7859 1.2688
C 3.8156 -0.4148 -0.3803 -1.0815
O -3.3522 -1.6940 0.4933 -0.4886
H 2.7812 3.5784 0.1100 0.4269
C -4.8013 -3.2893 1.6116 -1.3071
H -4.0832 -1.0794 0.3591 0.3110
H -1.2427 1.3378 -1.1991 0.3780
H 4.7954 1.0217 -1.6371 0.4761
C -3.6217 -1.4593 2.8904 -1.2537
H -0.5337 -0.2719 -3.1510 -0.3648
H 3.4519 0.1844 -2.4128 0.2604
C -0.7726 0.9216 -0.3056 -1.1815
H 1.1908 0.4274 0.3626 0.2146
H -2.7263 -0.8396 2.9196 0.2834
C 3.7767 0.6463 -1.4785 -0.8647
O 0.7909 -0.6404 -1.3393 -0.9202
H -2.6797 -3.0395 1.7913 0.2382
H 4.1809 2.5342 0.3777 0.4061
O 1.1662 1.1815 -2.7982 -0.8164
H -0.3984 2.7398 0.5656 0.3187
```

As for the total charge: -1. The value obtained for the total energy is -19086.7714 eV.